DFT (the ωB97M-V functional and the def2-TZVPD basis) results for an isolated molecule of C2H5FN2S at a distorted geometry.

Geometry (Å):
N 1.13148 1.78745 0.00449
N -0.04696 1.09628 0.15345
C 0.00600 -0.23406 -0.00260
S 1.31807 -1.13519 -0.06650
C -1.38158 -0.77446 0.21430
F -2.21153 0.23197 -0.26854
H 1.94808 1.33996 0.54019
H 1.54286 1.71072 -0.88976
H -0.87284 1.79147 0.36759
H -1.68258 -1.91844 -0.34207
H -1.45904 -0.98336 1.42915

As for the HOMO energy: -0.3251 hartree. Its maximum force is 4.22 eV/A. The value obtained for the orbital gap is 9.3 eV. The SMILES is NNC(=S)CF.

=====

DFT (the ωB97M-V functional and the def2-TZVPD basis) results for a cluster of 2 separate species, C2H5FNO in total at a distorted geometry.

Geometry (Å):
C 0.80401 0.97727 0.75041
C 0.03620 -0.71813 -0.26468
N -1.19754 -0.65405 -0.78199
O -2.34689 -1.03345 -0.21238
F 1.06965 -0.81559 -1.19109
H 1.72257 0.67735 0.86739
H 0.17940 1.10071 1.61554
H 1.02294 1.83285 0.08628
H -0.02576 -1.46457 0.56340
H -1.26459 0.09760 -1.43288

As for the HOMO energy (alpha / beta): -0.0529 / -0.0528 hartree. Its maximum force is 5.78 eV/A. As for the charge: -1. The value obtained for the orbital gap (alpha / beta) is 6.1 / 6.1 eV.

=====

DFT (the ωB97M-V functional and the def2-TZVPD basis) results for a cluster of 2 separate species, C2H5FO3 in total at a distorted geometry.

Geometry (Å):
C -0.57639 -0.37891 -0.37035
C 0.78793 -0.07541 0.13998
O -1.51709 0.42264 0.32485
O 1.77891 -0.40359 -0.56435
O 0.92580 0.29849 1.35757
F 0.31452 1.89029 -0.63874
H -0.57994 -0.29506 -1.51016
H -0.77362 -1.40128 -0.19134
H -1.68723 1.21608 -0.16622
H 2.65418 -0.09014 -0.02429
H 0.16133 0.84743 1.45904

As for the HOMO energy: -0.3645 hartree. Its maximum force is 4.64 eV/A. The value obtained for the orbital gap is 10.1 eV.

=====

DFT (the ωB97M-V functional and the def2-TZVPD basis) results for a cluster of 2 separate species, C2H5FOS in total at a distorted geometry.

Geometry (Å):
C 0.29354 -0.82124 -0.05755
C -0.59446 0.41980 0.35581
O -2.60161 -1.23763 -0.04596
F -2.87888 1.66751 -0.86200
S -2.38829 0.06472 0.57720
H 1.29516 -0.96757 0.43114
H -0.40682 -1.64166 0.20648
H 0.40481 -0.78435 -1.23309
H -0.51706 1.26707 -0.25540
H -0.36642 0.73476 1.39353

As for the HOMO energy (alpha / beta): -0.4076 / -0.4075 hartree. Its maximum force is 3.47 eV/A. The value obtained for the orbital gap (alpha / beta) is 9.4 / 9.4 eV.